# 1
Below is a single C14H16ClN3O3S2 molecule at a distorted geometry, with properties calculated with wB97M-V/def2-TZVPD.

SMILES = Cc1ccc(S(=O)(=O)CCc2nnc(NC(=O)CCl)s2)cc1C
LUMO energy = 0.026 eV
relative energy (zero: lowest compared OMol25 entry of this formula, charge and spin) = 293.8 kcal/mol
F_max = 19.28 eV Å⁻¹
E = -2189.18975 Ha

Geometry (Å):
Cl (7.215, 0.765, -0.102)
S (-0.325, 1.079, 0.471)
S (2.623, 0.130, -1.364)
O (0.586, 0.201, 0.764)
O (-0.371, 2.497, 1.479)
O (6.204, -2.528, 0.419)
N (4.642, -1.165, -0.025)
N (3.250, 1.976, 0.351)
N (4.087, 0.955, 0.424)
C (2.518, 1.750, -0.726)
C (-4.188, 0.865, 0.473)
C (-3.450, -1.477, 0.086)
C (-2.160, -0.866, 0.128)
C (-4.343, -0.567, 0.128)
C (-0.079, 1.820, -0.997)
C (-3.513, -2.768, -0.591)
C (3.826, -0.018, -0.016)
C (-3.037, 1.304, 0.630)
C (5.737, -1.514, 0.790)
C (-1.957, 0.369, 0.290)
C (6.592, -0.371, 1.239)
C (-5.814, -1.143, 0.056)
C (1.300, 2.502, -1.038)
H (-6.025, -1.929, 0.678)
H (-0.839, 2.401, -1.405)
H (-5.185, 1.581, 0.707)
H (-2.566, -3.220, -0.680)
H (5.745, 0.202, 1.926)
H (-4.004, -3.387, 0.283)
H (7.352, -0.935, 1.852)
H (-2.992, 2.297, 0.962)
H (-4.095, -2.687, -1.388)
H (0.018, 0.815, -1.716)
H (4.286, -2.116, -0.495)
H (-1.311, -1.265, -0.164)
H (1.275, 3.372, -0.549)
H (-5.974, -1.521, -1.210)
H (-6.632, -0.377, 0.432)
H (1.602, 2.973, -2.100)

Mulliken population analysis, charges in e, atoms 1 to 5:
1 Cl -0.159
2 S 1.211
3 S -0.261
4 O -0.480
5 O -0.744

---

# 2
Below is a molecular structure, C14H16ClO5 at a distorted geometry, with properties calculated with wB97M-V/def2-TZVPD.

LUMO energy = 2.989 eV
relative energy (zero: lowest compared OMol25 entry of this formula, charge and spin) = 57.1 kcal/mol
net charge = -1
F_max = 9.57 eV Å⁻¹
E = -1379.36477 Ha

Geometry (Å):
Cl (3.295, 1.297, 3.880)
O (3.869, -1.883, 4.131)
O (2.531, -0.666, 1.807)
O (3.865, -1.110, 6.254)
O (1.950, 0.508, 6.891)
O (0.439, 0.989, 5.276)
C (1.056, 1.151, 7.836)
C (-2.228, 0.158, 0.812)
C (3.474, -1.100, 4.978)
C (4.875, -2.114, 6.516)
C (0.221, -0.257, 2.065)
C (-1.812, -1.145, 1.118)
C (1.625, -0.485, 2.557)
C (-0.572, -1.360, 1.722)
C (2.432, -0.051, 4.564)
C (5.021, -2.213, 8.008)
C (-1.419, 1.252, 1.150)
C (1.554, 0.790, 9.208)
C (-0.188, 1.044, 1.780)
C (1.514, 0.536, 5.633)
H (4.139, -2.688, 8.448)
H (1.749, -0.607, 3.817)
H (1.014, 1.371, 9.956)
H (5.811, -1.790, 6.040)
H (-0.206, -2.363, 1.947)
H (-2.449, -1.999, 0.877)
H (1.376, -0.270, 9.413)
H (0.037, 0.785, 7.672)
H (-3.183, 0.319, 0.308)
H (5.886, -2.835, 8.242)
H (4.554, -3.068, 6.083)
H (5.162, -1.234, 8.474)
H (0.465, 1.870, 2.067)
H (2.623, 0.991, 9.322)
H (-1.745, 2.269, 0.925)
H (1.098, 2.234, 7.664)

Mulliken population analysis, charges in e, atoms 1 to 5:
1 Cl -0.316
2 O -0.661
3 O -0.471
4 O -0.204
5 O -0.218

---

# 3
Below is a molecular structure, C14H16F11N4O4RuS3, with properties calculated with wB97M-V/def2-TZVPD.

LUMO energy (spin up / spin down) = -5.640 / -8.641 eV
relative energy (zero: lowest compared OMol25 entry of this formula, charge and spin) = 0.6 kcal/mol
multiplicity = 6
net charge = +2
F_max = 0.44 eV Å⁻¹
expectation value of S² = 8.7823
E = -3450.38507 Ha

Geometry (Å):
Ru (0.264, -0.185, 0.195)
S (-2.477, 0.092, 2.455)
S (1.709, -2.384, -0.480)
S (-1.646, -2.104, 1.135)
F (4.025, -0.709, 3.716)
F (-4.895, 0.628, 1.571)
F (-3.531, 2.314, 1.577)
F (-2.349, -4.330, 2.270)
F (2.380, -0.326, 1.619)
F (-3.493, -3.817, 0.501)
F (3.300, -4.737, 0.168)
F (-1.450, -4.520, 0.305)
F (4.944, -5.084, 2.277)
F (5.282, -3.064, 4.035)
F (-3.354, 0.789, 0.055)
O (-0.300, -2.142, 1.701)
O (-1.589, -1.602, -0.255)
O (-1.165, 0.582, 2.013)
O (-2.901, 0.389, 3.768)
N (0.316, 2.170, 0.404)
N (-2.734, 1.512, -2.688)
N (1.508, 0.532, -1.718)
N (-2.703, -1.406, 2.034)
C (1.218, 2.983, -1.764)
C (-3.661, 1.006, 1.371)
C (-2.300, -3.834, 1.056)
C (1.119, 1.689, -2.563)
C (2.768, -2.538, 0.820)
C (4.489, -2.907, 3.013)
C (0.134, 3.138, -0.705)
C (-1.258, 2.950, -1.320)
C (4.313, -3.945, 2.100)
C (-1.357, 1.626, -2.062)
C (2.994, -1.521, 1.776)
C (3.472, -3.757, 1.023)
C (-0.289, 1.485, -3.134)
C (3.825, -1.677, 2.847)
H (-2.027, 3.026, -0.547)
H (2.438, 0.707, -1.341)
H (1.197, 2.372, 0.877)
H (-0.445, 2.249, -3.902)
H (1.803, 1.755, -3.413)
H (-0.357, 0.513, -3.631)
H (-2.918, 2.281, -3.338)
H (-1.341, 0.777, -1.372)
H (-1.425, 3.770, -2.026)
H (2.209, 3.066, -1.309)
H (1.144, 3.826, -2.455)
H (-2.843, 0.635, -3.204)
H (-3.454, 1.532, -1.958)
H (0.182, 4.152, -0.302)
H (-0.395, 2.329, 1.117)
H (1.625, -0.288, -2.311)

Mulliken population analysis, charges in e, atoms 1 to 5:
1 Ru 1.048
2 S 1.027
3 S -0.172
4 S 1.277
5 F -0.257

---

# 4
Below is a gas-phase ion, C14H16N (charge +1) at a distorted geometry, with properties calculated with wB97M-V/def2-TZVPD.

SMILES = CC(C)[n+]1ccc(-c2ccccc2)cc1
LUMO energy = -4.039 eV
relative energy (zero: lowest compared OMol25 entry of this formula, charge and spin) = 0.0 kcal/mol
net charge = +1
F_max = 3.16 eV Å⁻¹
E = -597.60573 Ha

Geometry (Å):
N (-0.733, 1.303, -1.155)
C (0.274, -0.804, 0.377)
C (-1.378, 2.444, -1.887)
C (-0.342, 3.443, -2.353)
C (1.972, -4.078, 2.569)
C (-0.846, 0.058, -1.581)
C (-0.352, -1.048, -0.857)
C (2.095, -1.779, 1.733)
C (0.141, -3.099, 1.300)
C (0.734, -4.166, 1.985)
C (2.635, -2.851, 2.419)
C (-0.040, 1.561, -0.021)
C (0.461, 0.507, 0.788)
C (-2.419, 3.151, -0.997)
C (0.857, -1.909, 1.131)
H (-0.837, -3.298, 0.879)
H (-0.909, 4.233, -2.889)
H (0.243, -5.120, 2.163)
H (-0.455, -2.102, -1.154)
H (0.093, 2.612, 0.307)
H (0.359, 3.020, -3.077)
H (2.668, -0.876, 1.675)
H (0.184, 3.898, -1.474)
H (3.630, -2.725, 2.839)
H (-2.018, 3.571, -0.102)
H (2.383, -4.877, 3.200)
H (-2.873, 3.946, -1.587)
H (-1.885, 2.024, -2.750)
H (0.966, 0.727, 1.715)
H (-3.195, 2.401, -0.715)
H (-1.412, -0.168, -2.483)

Mulliken population analysis, charges in e, atoms 1 to 5:
1 N 0.194
2 C 0.781
3 C -0.033
4 C -1.226
5 C -0.615

---

# 5
Below is a single C14H16N2O4S2 molecule, with properties calculated with wB97M-V/def2-TZVPD.

SMILES = COc1ccc(CNC(=O)CNS(=O)(=O)c2cccs2)cc1
LUMO energy = 0.480 eV
relative energy (zero: lowest compared OMol25 entry of this formula, charge and spin) = 1.3 kcal/mol
F_max = 0.86 eV Å⁻¹
E = -1749.92392 Ha

Geometry (Å):
S (1.812, -1.619, -0.117)
S (4.342, -0.278, -1.006)
O (2.235, 1.488, 1.172)
O (5.728, -0.472, -0.727)
O (3.801, -0.680, -2.270)
O (-5.167, -0.944, -0.779)
N (4.036, 1.355, -0.852)
N (0.479, 1.896, -0.190)
C (-4.009, -0.334, -0.413)
C (-5.100, -2.221, -1.368)
C (2.663, -1.868, 2.289)
C (1.571, -2.107, 1.516)
C (1.782, 1.695, 0.063)
C (-1.753, 1.104, 0.410)
C (3.716, -1.269, 1.564)
C (-4.141, 0.931, 0.161)
C (2.691, 1.761, -1.168)
C (-2.736, -0.873, -0.570)
C (-0.537, 1.873, 0.846)
C (-3.028, 1.638, 0.562)
C (3.395, -1.078, 0.258)
C (-1.626, -0.155, -0.158)
H (-0.645, -0.588, -0.283)
H (2.718, -2.101, 3.337)
H (2.339, 1.090, -1.955)
H (-4.657, -2.955, -0.687)
H (-5.133, 1.339, 0.278)
H (-2.592, -1.847, -1.008)
H (0.636, -2.542, 1.807)
H (4.343, 1.692, 0.051)
H (4.668, -0.991, 1.974)
H (-4.533, -2.204, -2.304)
H (-0.069, 1.409, 1.721)
H (0.169, 2.056, -1.135)
H (-0.818, 2.899, 1.112)
H (2.705, 2.786, -1.554)
H (-6.131, -2.502, -1.577)
H (-3.151, 2.617, 1.002)

Mulliken population analysis, charges in e, atoms 1 to 5:
1 S -0.131
2 S 1.177
3 O -0.644
4 O -0.690
5 O -0.673

---

# 6
Below is a molecular structure, C14H16N2O5 at a distorted geometry, with properties calculated with wB97M-V/def2-TZVPD.

LUMO energy = 0.347 eV
relative energy (zero: lowest compared OMol25 entry of this formula, charge and spin) = 8.7 kcal/mol
F_max = 5.93 eV Å⁻¹
E = -1028.79560 Ha

Geometry (Å):
O (-1.566, 4.596, -2.715)
O (0.988, -1.239, -1.521)
O (1.653, -0.991, 2.416)
O (-0.517, 4.892, -0.732)
O (0.143, -3.804, 1.781)
N (-0.591, -0.904, 2.765)
N (0.317, -1.748, 0.775)
C (1.437, -3.315, -0.196)
C (-0.486, -0.463, 4.168)
C (0.517, -1.162, 1.976)
C (1.056, 1.070, -0.624)
C (-0.893, -1.575, 5.154)
C (1.346, -1.761, -0.227)
C (0.321, -3.111, 0.790)
C (-0.174, 0.544, -2.601)
C (-1.407, 0.759, 4.329)
C (-0.687, 1.819, -2.597)
C (0.643, 0.099, -1.555)
C (-0.864, 4.147, -1.627)
C (0.571, 2.355, -0.630)
C (-0.362, 2.758, -1.611)
H (-0.375, -0.154, -3.381)
H (-0.149, -2.363, 5.186)
H (0.549, -0.161, 4.423)
H (2.319, -3.755, 0.259)
H (1.753, 0.826, 0.181)
H (-1.036, -1.189, 6.179)
H (-1.129, 1.598, 3.636)
H (-2.444, 0.491, 4.070)
H (2.289, -1.314, 0.112)
H (1.164, -3.861, -1.136)
H (-1.474, -1.223, 2.412)
H (-1.619, 5.568, -2.603)
H (-1.298, 1.114, 5.344)
H (0.938, 3.035, 0.138)
H (-1.421, 2.095, -3.360)
H (-1.826, -2.015, 4.815)

Mulliken population analysis, charges in e, atoms 1 to 5:
1 O -0.470
2 O -0.481
3 O -0.700
4 O -0.581
5 O -0.574

---

Repeat the fifth record exactly.
Below is a single C14H16N2O4S2 molecule, with properties calculated with wB97M-V/def2-TZVPD.

SMILES = COc1ccc(CNC(=O)CNS(=O)(=O)c2cccs2)cc1
LUMO energy = 0.480 eV
relative energy (zero: lowest compared OMol25 entry of this formula, charge and spin) = 1.3 kcal/mol
F_max = 0.86 eV Å⁻¹
E = -1749.92392 Ha

Geometry (Å):
S (1.812, -1.619, -0.117)
S (4.342, -0.278, -1.006)
O (2.235, 1.488, 1.172)
O (5.728, -0.472, -0.727)
O (3.801, -0.680, -2.270)
O (-5.167, -0.944, -0.779)
N (4.036, 1.355, -0.852)
N (0.479, 1.896, -0.190)
C (-4.009, -0.334, -0.413)
C (-5.100, -2.221, -1.368)
C (2.663, -1.868, 2.289)
C (1.571, -2.107, 1.516)
C (1.782, 1.695, 0.063)
C (-1.753, 1.104, 0.410)
C (3.716, -1.269, 1.564)
C (-4.141, 0.931, 0.161)
C (2.691, 1.761, -1.168)
C (-2.736, -0.873, -0.570)
C (-0.537, 1.873, 0.846)
C (-3.028, 1.638, 0.562)
C (3.395, -1.078, 0.258)
C (-1.626, -0.155, -0.158)
H (-0.645, -0.588, -0.283)
H (2.718, -2.101, 3.337)
H (2.339, 1.090, -1.955)
H (-4.657, -2.955, -0.687)
H (-5.133, 1.339, 0.278)
H (-2.592, -1.847, -1.008)
H (0.636, -2.542, 1.807)
H (4.343, 1.692, 0.051)
H (4.668, -0.991, 1.974)
H (-4.533, -2.204, -2.304)
H (-0.069, 1.409, 1.721)
H (0.169, 2.056, -1.135)
H (-0.818, 2.899, 1.112)
H (2.705, 2.786, -1.554)
H (-6.131, -2.502, -1.577)
H (-3.151, 2.617, 1.002)

Mulliken population analysis, charges in e, atoms 1 to 5:
1 S -0.131
2 S 1.177
3 O -0.644
4 O -0.690
5 O -0.673

---

- The highest relative energy (zero: lowest compared OMol25 entry of this formula, charge and spin) belongs to which entry?
  C14H16ClN3O3S2

---

Copy entry 3 word for word.
Below is a molecular structure, C14H16F11N4O4RuS3, with properties calculated with wB97M-V/def2-TZVPD.

LUMO energy (spin up / spin down) = -5.640 / -8.641 eV
relative energy (zero: lowest compared OMol25 entry of this formula, charge and spin) = 0.6 kcal/mol
multiplicity = 6
net charge = +2
F_max = 0.44 eV Å⁻¹
expectation value of S² = 8.7823
E = -3450.38507 Ha

Geometry (Å):
Ru (0.264, -0.185, 0.195)
S (-2.477, 0.092, 2.455)
S (1.709, -2.384, -0.480)
S (-1.646, -2.104, 1.135)
F (4.025, -0.709, 3.716)
F (-4.895, 0.628, 1.571)
F (-3.531, 2.314, 1.577)
F (-2.349, -4.330, 2.270)
F (2.380, -0.326, 1.619)
F (-3.493, -3.817, 0.501)
F (3.300, -4.737, 0.168)
F (-1.450, -4.520, 0.305)
F (4.944, -5.084, 2.277)
F (5.282, -3.064, 4.035)
F (-3.354, 0.789, 0.055)
O (-0.300, -2.142, 1.701)
O (-1.589, -1.602, -0.255)
O (-1.165, 0.582, 2.013)
O (-2.901, 0.389, 3.768)
N (0.316, 2.170, 0.404)
N (-2.734, 1.512, -2.688)
N (1.508, 0.532, -1.718)
N (-2.703, -1.406, 2.034)
C (1.218, 2.983, -1.764)
C (-3.661, 1.006, 1.371)
C (-2.300, -3.834, 1.056)
C (1.119, 1.689, -2.563)
C (2.768, -2.538, 0.820)
C (4.489, -2.907, 3.013)
C (0.134, 3.138, -0.705)
C (-1.258, 2.950, -1.320)
C (4.313, -3.945, 2.100)
C (-1.357, 1.626, -2.062)
C (2.994, -1.521, 1.776)
C (3.472, -3.757, 1.023)
C (-0.289, 1.485, -3.134)
C (3.825, -1.677, 2.847)
H (-2.027, 3.026, -0.547)
H (2.438, 0.707, -1.341)
H (1.197, 2.372, 0.877)
H (-0.445, 2.249, -3.902)
H (1.803, 1.755, -3.413)
H (-0.357, 0.513, -3.631)
H (-2.918, 2.281, -3.338)
H (-1.341, 0.777, -1.372)
H (-1.425, 3.770, -2.026)
H (2.209, 3.066, -1.309)
H (1.144, 3.826, -2.455)
H (-2.843, 0.635, -3.204)
H (-3.454, 1.532, -1.958)
H (0.182, 4.152, -0.302)
H (-0.395, 2.329, 1.117)
H (1.625, -0.288, -2.311)

Mulliken population analysis, charges in e, atoms 1 to 5:
1 Ru 1.048
2 S 1.027
3 S -0.172
4 S 1.277
5 F -0.257